DFT (the ωB97M-V functional and the def2-TZVPD basis) results for 5 unconnected molecules or ions with the total composition C37H73N4O7.

XYZ file:
```
121
Properties=species:S:1:pos:R:3
O 0.6219 -2.7269 -0.8325
C 0.1025 -1.5439 -0.6898
O -1.0483 -1.3982 -0.3430
O 0.9204 -0.6181 -0.9737
H 1.3938 -2.2827 -1.2263
C 0.8529 -0.2730 -5.3843
C -0.5485 -0.7113 -4.9493
C -1.4373 -0.9217 -6.2037
C -2.7168 -1.7657 -6.0782
C -2.4728 -3.0791 -5.4019
C -1.7115 -3.0466 -4.0487
N -0.5035 -2.1577 -4.3350
O 0.6449 -2.6793 -3.8915
C -1.2938 -4.5189 -3.6841
C -2.6525 -2.4989 -2.9177
C -1.1831 0.2880 -3.9181
H 1.3952 -1.0012 -5.9864
H 1.5380 -0.1320 -4.5466
H 0.7288 0.7022 -5.8536
H -0.7422 -1.3305 -6.9397
H -1.7350 0.0194 -6.6681
H -3.0361 -1.9619 -7.1008
H -3.4487 -1.2414 -5.4615
H -1.7398 -3.5461 -6.0651
H -3.3920 -3.6627 -5.4061
H -0.9148 -4.5728 -2.6613
H -0.5416 -4.9151 -4.3632
H -2.1514 -5.1665 -3.5006
H -3.0865 -1.5091 -3.0486
H -2.2705 -2.6141 -1.9027
H -3.5121 -3.1581 -2.7779
H -0.6800 1.2425 -4.0698
H -0.9732 -0.0644 -2.9076
H -2.2473 0.4505 -4.0827
C -1.0686 7.0369 0.5501
C -0.7888 5.8675 -0.3705
C 0.6697 5.7909 -0.8304
C 0.9612 4.5375 -1.6141
C 0.8828 3.3532 -0.6101
C -0.5610 3.1743 0.0567
N -1.0784 4.5393 0.4121
O -2.2050 4.5318 1.0849
C -0.3956 2.2755 1.2655
C -1.5754 2.5555 -0.9967
C -1.6883 6.0336 -1.6351
H -2.0870 7.1105 0.9337
H -0.8410 8.0144 0.1263
H -0.5695 7.0398 1.5216
H 1.2538 5.8929 0.0869
H 0.9670 6.6989 -1.3557
H 1.9791 4.5592 -2.0073
H 0.4217 4.3745 -2.5470
H 1.6549 3.3844 0.1604
H 1.1691 2.4089 -1.0778
H -1.2414 2.2053 1.9495
H 0.4318 2.5795 1.9093
H -0.1407 1.2640 0.9459
H -2.6188 2.7765 -0.7734
H -1.4661 1.4753 -1.0954
H -1.3879 2.9613 -1.9911
H -1.2313 6.8462 -2.2025
H -2.7373 6.3156 -1.5501
H -1.6831 5.2508 -2.3943
C 3.7424 0.4030 0.6279
C 3.8769 -0.2232 2.0723
C 5.3396 -0.5994 2.3333
C 6.2074 0.6164 2.6536
C 5.6820 1.3182 3.8790
C 4.2158 1.7900 3.7394
N 3.3722 0.6977 3.1461
O 2.0543 0.8613 3.2727
C 4.2033 3.0622 2.8071
C 3.6914 2.1124 5.2072
C 3.0772 -1.5702 2.0844
H 3.9281 -0.2661 -0.2088
H 4.2825 1.3454 0.5191
H 2.7889 0.9023 0.4384
H 5.7613 -1.2381 1.5580
H 5.3511 -1.2575 3.2051
H 6.1978 1.2677 1.7781
H 7.2568 0.4185 2.8707
H 6.3237 2.1770 4.0803
H 5.8761 0.7190 4.7702
H 3.1953 3.4770 2.7292
H 4.5527 2.9655 1.7811
H 4.6735 3.9250 3.2792
H 2.7372 2.6363 5.1384
H 4.3483 2.8353 5.6873
H 3.5016 1.1704 5.7184
H 3.3706 -2.1920 1.2394
H 2.0305 -1.3228 1.9080
H 3.2004 -2.1819 2.9772
C -3.1486 -5.1668 2.5768
C -2.6588 -4.2459 1.4715
C -3.8546 -3.2484 1.1046
C -4.1314 -2.2599 2.2294
C -2.9016 -1.4453 2.6364
C -1.7644 -2.3205 3.1594
N -1.5340 -3.4362 2.0880
O -0.3242 -3.8918 1.8250
C -2.1181 -2.9234 4.5058
C -0.5081 -1.4087 3.2397
C -2.2226 -4.9168 0.1878
H -3.7903 -4.7779 3.3655
H -2.3590 -5.5996 3.1948
H -3.6457 -6.0462 2.1670
H -4.7848 -3.7677 0.8746
H -3.5656 -2.7382 0.1848
H -4.6409 -2.6577 3.1099
H -4.9596 -1.5950 1.9747
H -3.2505 -0.8169 3.4557
H -2.6431 -0.8929 1.7325
H -3.1383 -3.2962 4.5769
H -2.1201 -2.1705 5.2943
H -1.3897 -3.6993 4.7405
H -0.6064 -0.5046 3.8369
H -0.1664 -1.1932 2.2255
H 0.3643 -1.9613 3.5941
H -1.4068 -5.6164 0.3792
H -1.7896 -4.1575 -0.4632
H -2.9649 -5.5530 -0.2919
```

The orbital gap is 4.724 eV. The max |F| is 8.18 eV Å⁻¹. Its total charge is +3. Its energy relative to the best compared isomer or geometry (same formula, charge and spin) is 0.000 eV.

---

DFT (the ωB97M-V functional and the def2-TZVPD basis) results for 4 unconnected molecules or ions with the total composition C37H74BN4O8P.

XYZ file:
```
125
Properties=species:S:1:pos:R:3
C 4.5346 6.9676 -0.2153
C 4.0278 6.1973 -1.4308
C 3.3470 7.0955 -2.4831
C 2.0230 6.5450 -3.0437
C 2.1452 5.9994 -4.4671
C 0.9653 5.1376 -4.9024
C 0.8643 3.8191 -4.1405
C -0.0389 2.7962 -4.8286
C -0.5484 1.6756 -3.9077
C 0.1874 0.3378 -4.1274
P 0.3194 -0.7578 -2.6464
C 1.1245 -2.4024 -2.9079
C 2.2396 -2.8339 -1.9730
O 1.7765 -2.6602 -0.6126
C 2.6648 -3.0830 0.3543
O 3.0099 -4.2183 0.4163
C 3.1375 -1.9992 1.2957
C 2.9925 -2.4133 2.7623
C 2.0681 0.0654 -2.2683
O 1.8975 1.4962 -2.3276
C 2.5799 2.2970 -1.4789
C 3.9946 1.8678 -1.1464
O 2.0945 3.3141 -1.0886
O -1.1892 -1.6123 -3.0298
C -2.3825 -1.0926 -3.5598
C -3.2228 -0.2161 -2.6315
N -4.0515 -1.0264 -1.7404
C -5.1617 -0.3318 -1.1166
C -4.7084 0.7095 -0.0920
C -5.8143 1.0191 0.9116
O -4.2390 1.8926 -0.7432
B -0.2921 -0.3607 -0.7748
O 0.3764 0.5740 -0.0119
O -1.4237 -0.9444 -0.3486
C -1.5817 -2.2734 0.1335
C -1.0205 -2.4447 1.5434
H 5.3281 7.6654 -0.4983
H 3.7284 7.5515 0.2379
H 4.9341 6.2969 0.5484
H 3.3414 5.4084 -1.1104
H 4.8835 5.6889 -1.8901
H 3.1675 8.0791 -2.0365
H 4.0387 7.2666 -3.3149
H 1.2697 7.3403 -3.0427
H 1.6440 5.7623 -2.3789
H 2.2538 6.8400 -5.1607
H 3.0590 5.3946 -4.5432
H 0.0332 5.6999 -4.7602
H 1.0612 4.9270 -5.9746
H 1.8714 3.4010 -4.0319
H 0.4701 4.0015 -3.1365
H -0.8997 3.3227 -5.2567
H 0.4999 2.3556 -5.6767
H -1.6126 1.5289 -4.1028
H -0.4402 1.9909 -2.8681
H -0.2765 -0.2241 -4.9423
H 1.2063 0.5572 -4.4540
H 1.4902 -2.4215 -3.9404
H 0.3282 -3.1410 -2.8456
H 2.4585 -3.8918 -2.1349
H 3.1721 -2.2817 -2.1084
H 4.1886 -1.8041 1.0608
H 2.5856 -1.0822 1.1030
H 3.4768 -3.3706 2.9444
H 3.4594 -1.6684 3.4080
H 1.9391 -2.4744 3.0413
H 2.4686 -0.2228 -1.2960
H 2.8065 -0.2309 -3.0283
H 4.5600 2.7625 -0.8913
H 3.9957 1.2157 -0.2691
H 4.4616 1.3348 -1.9735
H -2.2114 -0.5597 -4.5025
H -3.0056 -1.9563 -3.8391
H -3.8409 0.4612 -3.2470
H -2.5876 0.4313 -2.0306
H -4.3977 -1.8158 -2.2743
H -5.8262 0.1725 -1.8431
H -5.7656 -1.0820 -0.5903
H -3.8355 0.3043 0.4319
H -6.8029 0.9584 0.4451
H -5.6877 2.0306 1.3042
H -5.7834 0.3411 1.7663
H -4.9799 2.5020 -0.8321
H 0.9908 0.2179 0.6333
H -1.1586 -2.9929 -0.5729
H -2.6598 -2.4369 0.1340
H -1.8068 -2.8472 2.1851
H -0.1825 -3.1405 1.6079
H -0.7486 -1.4712 1.9600
C 5.3162 -6.8175 3.1113
C 5.7746 -7.0356 4.5474
C 5.0659 -6.1070 5.5409
C 5.3194 -4.6972 5.2438
N 5.5333 -3.6044 4.9702
H 5.5448 -5.8062 2.7722
H 5.8137 -7.5145 2.4377
H 4.2395 -6.9679 3.0128
H 6.8526 -6.8830 4.6250
H 5.5760 -8.0645 4.8520
H 5.3944 -6.3003 6.5631
H 3.9863 -6.2684 5.5056
C -6.9098 -3.2880 1.2841
C -6.5980 -2.1467 2.2428
C -5.0931 -1.8919 2.3878
C -4.3862 -3.0632 2.9099
N -3.8371 -3.9867 3.3116
H -6.4923 -4.2297 1.6431
H -7.9863 -3.4196 1.1769
H -6.4948 -3.0919 0.2927
H -7.0203 -2.3551 3.2272
H -7.0595 -1.2230 1.8883
H -4.9075 -1.0540 3.0645
H -4.6556 -1.6402 1.4163
C -1.9613 -0.8094 5.8155
C -1.5164 0.2918 4.8603
C -2.1987 1.6363 5.1384
C -3.6495 1.5444 4.9818
N -4.7847 1.4427 4.8580
H -3.0331 -0.9943 5.7275
H -1.4474 -1.7437 5.5900
H -1.7448 -0.5507 6.8537
H -1.7370 -0.0047 3.8322
H -0.4365 0.4329 4.9280
H -1.8404 2.4028 4.4492
H -1.9846 1.9769 6.1535
```

The orbital gap is 8.838 eV. The max |F| is 0.90 eV Å⁻¹. Its energy relative to the best compared isomer or geometry (same formula, charge and spin) is 0.000 eV.